Record 1
Computed, not measured: C6H8BrN3O in the gas phase in a non-equilibrium geometry, with the ωB97M-V functional and the def2-TZVPD basis.

Geometry (Å):
C 3.7699 -0.5672 2.5031
C 2.4764 -0.8282 2.1184
C 0.1290 1.2539 0.4589
C -0.4581 -1.0204 0.9483
C 0.1750 1.0139 -1.1047
C -0.1840 -1.2070 -0.5398
N 4.8582 -0.2049 2.6039
N 1.7467 0.1136 1.5220
N 0.4692 0.1038 1.2525
O -0.6979 -0.0778 -1.3092
Br 2.1163 -2.8378 2.2637
H 0.7982 2.0161 0.5728
H -0.8077 1.5751 0.8735
H -1.4268 -0.6197 1.0924
H -0.0288 -1.8836 1.4682
H -0.1122 1.9168 -1.5666
H 1.3067 0.8833 -1.5350
H 0.8495 -1.2819 -0.6554
H -0.7161 -2.1281 -0.9922

Atoms 1-2, force components in eV/Å:
1.71 1.04 -0.51
-3.63 -0.10 -1.98

Calculated values
HOMO-LUMO gap, eV: 8.5
HOMO level, eV: -8.702
Calculated total energy, eV: -82908.0397
E_LUMO, eV: -0.17
SMILES: N#C/C(Br)=N/N1CCOCC1
Total charge: 0
Energy above the lowest of the compared OMol25 structures with the same formula, charge and spin, eV: 2.654

Atom charges from the Löwdin analysis, given in e for atoms 1 to 5: C -0.340; C -0.583; C -0.128; C -0.088; C -0.169

Record 2
Computed, not measured: 2 unconnected molecules or ions with the total composition C6H8BrN3O5 in a non-equilibrium geometry, with the ωB97M-V functional and the def2-TZVPD basis.

Geometry (Å):
C -2.6950 1.0890 -0.0344
C 1.6422 0.0050 -1.6172
C -0.6831 -1.0267 -0.5526
C 0.3714 -0.5149 0.4233
C 0.5979 -1.4467 1.6095
C 1.0386 1.6896 1.2500
N -3.1792 0.9503 -1.1081
N 1.5988 -0.4752 -0.3301
N -0.6666 -0.5899 -1.7851
O 0.4127 0.0466 -2.3093
O -2.4765 1.3024 1.0866
O 2.5640 0.1449 -2.3571
O -1.5562 -0.9184 -2.5966
O 0.0093 0.8253 0.7337
Br -2.2222 -1.8437 0.0129
H 1.4541 -0.9593 2.1668
H 0.6225 -2.4114 1.0445
H -0.2614 -1.5668 2.3441
H 1.9901 1.3498 0.8673
H 0.9329 1.7372 2.3736
H 0.8204 2.7022 0.8754
H -2.8466 0.7129 -2.0162
H 2.5321 -0.8021 -0.0809

Atoms 1-2, force components in eV/Å:
-0.64 0.92 1.05
-0.60 -1.93 -0.88

Calculated values
HOMO-LUMO gap, eV: 9.5
HOMO level, eV: -9.416
Calculated total energy, eV: -91097.3222
E_LUMO, eV: 0.09
SMILES: CO[C@]1(C)NC(=O)O[N+]([O-])=C1Br.N=C=O
Total charge: 0
Energy above the lowest of the compared OMol25 structures with the same formula, charge and spin, eV: 1.052

Atom charges from the Löwdin analysis, given in e for atoms 1 to 5: C -0.524; C -0.462; C -0.567; C -0.554; C -0.009

Which value of total charge does entry 2 give?
0

What is the calculated total energy in the second record?
-91097.3222 eV